(1)
ORCA calculation (wB97M-V/def2-TZVPD) on the molecule C3H3NO3.

HOMO level: -10.66 eV
M: 101.061 u
energy above the lowest of the compared OMol25 structures with the same formula, charge and spin: 41.75 kcal per mole
largest force on an atom: 0.0109 Eh/bohr
lowest unoccupied orbital energy: -0.012 hartree
SMILES: [H]/N=C(/C=O)OC=O

Atoms and positions in Å:
N: -0.382 -0.784 1.426
C: 0.436 -0.213 0.660
O: 0.406 0.035 -0.681
C: -0.710 0.086 -1.463
O: -1.693 0.719 -1.244
C: 1.770 0.153 1.243
O: 2.644 0.693 0.618
H: -1.252 -1.080 1.009
H: -0.542 -0.513 -2.357
H: 1.839 -0.162 2.298

(2)
ORCA calculation (wB97M-V/def2-TZVPD) on a structure of composition C3H3NO3 in a non-equilibrium geometry.

HOMO level: -8.91 eV
M: 101.061 u
energy above the lowest of the compared OMol25 structures with the same formula, charge and spin: 138.90 kcal per mole
largest force on an atom: 0.0282 Eh/bohr
lowest unoccupied orbital energy: -0.006 hartree

Atoms and positions in Å:
C: 0.525 1.260 0.383
C: -0.339 0.860 -0.653
C: -0.582 -0.344 0.238
N: 0.299 -1.396 0.126
O: 1.297 -1.225 -0.577
O: 1.211 1.562 1.257
O: 0.048 -2.429 0.727
H: -1.189 1.518 -0.806
H: 0.141 0.623 -1.605
H: -1.410 -0.429 0.912

(3)
ORCA calculation (wB97M-V/def2-TZVPD) on the molecule C3H3NO3.

HOMO level: -9.42 eV
M: 101.061 u
energy above the lowest of the compared OMol25 structures with the same formula, charge and spin: 102.57 kcal per mole
largest force on an atom: 0.0141 Eh/bohr
lowest unoccupied orbital energy: 0.006 hartree

Atoms and positions in Å:
N: -0.700 -1.329 -0.599
C: -0.180 -0.200 -0.618
O: -0.342 0.926 0.155
C: -0.836 0.800 1.421
O: -1.095 -0.231 1.970
C: 1.939 -0.168 -0.993
O: 0.783 0.073 -1.591
H: -1.273 -1.490 0.223
H: -0.965 1.798 1.860
H: 2.669 -0.179 -1.827

(4)
ORCA calculation (wB97M-V/def2-TZVPD) on the ion C3H3NO3S with charge -2 in a non-equilibrium geometry.

total charge: -2
HOMO level: 1.13 eV
M: 133.128 u
energy above the lowest of the compared OMol25 structures with the same formula, charge and spin: 56.54 kcal per mole
largest force on an atom: 0.0802 Eh/bohr
lowest unoccupied orbital energy: 0.243 hartree

Atoms and positions in Å:
C: 0.672 0.305 -0.165
C: -0.621 0.084 -0.459
C: -2.306 0.380 0.127
N: -2.502 -0.073 1.278
O: -4.538 0.988 2.988
O: -2.810 1.122 -0.708
O: -4.651 -1.283 1.827
S: -4.320 0.202 1.694
H: 1.470 0.039 -0.868
H: 1.042 0.656 0.852
H: -0.761 -0.360 -1.404

(5)
ORCA calculation (wB97M-V/def2-TZVPD) on the molecule C3H3NO4 in a non-equilibrium geometry.

HOMO level: -11.11 eV
M: 117.060 u
energy above the lowest of the compared OMol25 structures with the same formula, charge and spin: 99.85 kcal per mole
largest force on an atom: 0.1830 Eh/bohr
lowest unoccupied orbital energy: -0.012 hartree
SMILES: O=CON(C=O)C=O

Atoms and positions in Å:
C: 1.518 -1.137 -0.318
C: -0.102 1.594 0.152
C: -1.770 -0.151 0.376
H: 1.937 -1.569 -1.209
H: -0.843 2.094 0.925
H: -2.143 0.547 1.170
N: -0.365 0.240 0.142
O: 2.000 -1.196 0.832
O: 0.439 -0.411 -0.774
O: 0.843 2.132 -0.253
O: -2.566 -1.098 -0.198

(6)
ORCA calculation (wB97M-V/def2-TZVPD) on the molecule C3H3NOS in a non-equilibrium geometry.

HOMO level: -9.21 eV
M: 101.130 u
energy above the lowest of the compared OMol25 structures with the same formula, charge and spin: 74.29 kcal per mole
largest force on an atom: 0.0501 Eh/bohr
lowest unoccupied orbital energy: -0.060 hartree

Atoms and positions in Å:
C: 1.968 0.669 -0.163
C: 1.722 -0.676 -0.143
C: -1.301 -0.521 0.030
N: 2.321 1.764 -0.033
O: -1.207 0.709 0.656
S: 0.321 -1.535 -0.092
H: -2.044 -1.242 0.360
H: -1.361 -0.371 -1.000
H: -0.421 1.203 0.385

(7)
ORCA calculation (wB97M-V/def2-TZVPD) on a structure of composition C3H3NOS in a non-equilibrium geometry.

HOMO level: -10.31 eV
M: 101.130 u
energy above the lowest of the compared OMol25 structures with the same formula, charge and spin: 50.31 kcal per mole
largest force on an atom: 0.1233 Eh/bohr
lowest unoccupied orbital energy: -0.009 hartree

Atoms and positions in Å:
C: -0.571 1.159 0.055
C: -0.715 -1.095 -0.376
C: 0.151 -0.002 0.247
N: -1.216 2.073 -0.221
O: -1.831 -1.356 -0.081
S: 1.908 -0.059 -0.295
H: -0.137 -1.499 -1.332
H: 0.256 -0.191 1.622
H: 2.156 0.970 0.380

(8)
ORCA calculation (wB97M-V/def2-TZVPD) on the molecule C3H3NOS in a non-equilibrium geometry.

HOMO level: -9.57 eV
M: 101.130 u
energy above the lowest of the compared OMol25 structures with the same formula, charge and spin: 79.13 kcal per mole
largest force on an atom: 0.1107 Eh/bohr
lowest unoccupied orbital energy: 0.010 hartree
SMILES: O=C1S[C@]12CN2

Atoms and positions in Å:
C: -0.287 -0.204 -0.111
C: -1.614 -0.113 0.724
C: 0.860 0.583 -0.437
N: 0.774 -0.640 -1.142
O: -2.669 0.390 0.725
S: -0.480 -1.026 1.605
H: 0.665 1.444 -1.213
H: 1.586 0.976 0.450
H: 1.163 -1.410 -0.603

(9)
ORCA calculation (wB97M-V/def2-TZVPD) on the molecule C3H3NOS in a non-equilibrium geometry.

HOMO level: -9.10 eV
M: 101.130 u
energy above the lowest of the compared OMol25 structures with the same formula, charge and spin: 66.42 kcal per mole
largest force on an atom: 0.1146 Eh/bohr
lowest unoccupied orbital energy: 0.015 hartree
SMILES: N#CO/C=C/S

Atoms and positions in Å:
C: -3.576 -0.150 -0.033
C: -1.021 -0.200 -0.158
C: 0.205 -0.815 0.062
N: -4.549 0.451 -0.057
O: -2.385 -0.738 0.091
S: 1.741 -0.117 -0.013
H: -1.115 0.920 -0.204
H: 0.053 -1.835 0.068
H: 1.261 1.245 0.058

(10)
ORCA calculation (wB97M-V/def2-TZVPD) on the molecule C3H3NOS in a non-equilibrium geometry.

2S+1: 3
expectation value of S²: 2.01
HOMO level (spin up / spin down): -6.46 / -10.99 eV
M: 101.130 u
energy above the lowest of the compared OMol25 structures with the same formula, charge and spin: 87.15 kcal per mole
largest force on an atom: 0.1373 Eh/bohr
lowest unoccupied orbital energy (spin up / spin down): 0.022 / -0.089 hartree

Atoms and positions in Å:
C: -1.539 -1.945 -0.049
C: 0.273 -0.728 -0.198
C: -0.489 0.348 -0.177
N: -2.738 -1.855 0.071
O: -0.227 -1.963 -0.391
S: 0.159 1.451 1.079
H: 1.049 -0.499 0.533
H: -1.315 0.590 -0.727
H: -1.070 1.909 1.197